# 1
39
Properties=species:S:1:pos:R:3:forces:R:3 method="wB97M-V/def2-TZVPD" e_homo_ha=-0.289 charge=0 e_tot_ha=-1865.5095 de_lowest_kj_mol=76.0 fmax_ha_per_bohr=0.046
Au -0.0040 0.2747 1.2736 2.058 -1.198 0.023
S 0.1631 -1.8213 2.4702 -0.574 1.529 -0.213
S 2.1967 0.5489 2.2401 -1.535 0.138 -0.208
N -0.3390 1.8834 -1.3466 -0.004 0.089 -0.261
N -2.4810 1.7505 -0.0525 -0.270 0.163 -0.126
N -2.0315 1.3960 1.1627 -0.146 0.021 0.216
N 0.5564 1.6018 -0.3875 -0.246 0.087 0.603
N -1.6888 -0.2311 -1.3672 -0.097 0.003 -0.217
N -1.0315 -0.9109 -0.4139 -0.177 0.050 0.198
C -2.2521 -1.0925 -2.2304 -0.005 -0.121 0.003
C 1.5379 2.9208 -1.8842 -0.011 -0.059 -0.010
C 2.6956 -1.0683 1.7966 0.524 -0.614 -0.158
C 0.2328 2.6737 -2.2671 0.133 0.058 0.059
C -3.5852 2.5061 0.0718 -0.049 0.016 0.098
C -3.8664 2.6491 1.4156 0.025 0.006 0.017
C 1.7818 -2.1175 1.8737 0.654 -0.363 -0.190
C 1.6918 2.2211 -0.6870 0.010 0.069 -0.077
C -1.1833 -2.2041 -0.6644 -0.059 0.064 -0.091
C 4.0012 -1.3215 1.3791 -0.236 0.282 0.093
C 2.1778 -3.4012 1.4996 -0.327 0.163 0.137
C -1.9542 -2.3757 -1.8182 0.066 -0.032 -0.002
C -2.8527 1.9307 2.0579 -0.047 -0.009 -0.089
C 4.3807 -2.5948 0.9921 -0.020 -0.253 0.012
C 3.4635 -3.6376 1.0464 0.266 0.061 -0.021
B -1.7740 1.3074 -1.3466 0.133 -0.188 0.267
H 3.7449 -4.6296 0.7180 0.007 0.001 0.041
H 4.7042 -0.4977 1.3373 0.008 -0.024 -0.069
H -2.2329 -3.3052 -2.2826 -0.041 0.033 -0.018
H 2.5471 2.1397 -0.0377 -0.034 -0.059 0.021
H -4.0969 2.8869 -0.7963 0.039 -0.028 -0.015
H 5.3852 -2.7695 0.6292 -0.005 -0.005 0.020
H -0.7514 -2.9408 -0.0091 0.052 0.022 0.031
H -4.6789 3.1925 1.8645 0.000 -0.007 -0.010
H 1.4572 -4.2091 1.5574 0.010 0.002 -0.060
H -0.3218 3.0142 -3.1252 -0.040 -0.058 0.017
H -2.6809 1.7692 3.1096 -0.002 0.017 -0.001
H -2.8260 -0.7424 -3.0724 0.025 0.057 0.029
H 2.2787 3.5067 -2.3984 -0.026 0.023 0.001
H -2.3642 1.6973 -2.3079 -0.057 0.066 -0.051



# 2
40
Properties=species:S:1:pos:R:3:forces:R:3 method="wB97M-V/def2-TZVPD" e_homo_ha="-0.641 / -0.641" charge=+3 e_tot_ha=-10506.0082 fmax_ha_per_bohr=0.049
Pt 0.3995 0.2537 0.1686 -0.355 2.081 1.338
Br 0.8703 2.6931 -1.4987 0.168 -0.047 0.180
Se -1.8558 1.2829 0.9374 -0.757 -0.618 -0.470
Se 0.5036 -0.7136 2.4859 0.011 0.374 -0.772
Cl 2.2151 -2.7320 0.8574 -0.028 -0.120 -0.173
Cl 2.4909 -4.8748 -1.3450 0.011 -0.028 0.001
Cl -1.0745 0.1039 -2.2656 -0.038 -0.140 -0.089
Cl 1.1118 -4.4915 -4.1012 -0.022 -0.079 -0.072
Cl -0.7554 -2.0199 -4.5756 -0.042 0.023 -0.003
O 5.9951 2.1975 -1.3967 -0.040 0.081 -0.002
N 2.3639 0.9443 -0.0207 0.123 -1.281 -0.256
C 3.4953 0.3314 0.4246 -0.095 0.086 -0.071
C 4.7387 0.7011 0.0057 0.081 0.106 0.107
C 4.8656 1.7578 -0.9159 0.042 -0.052 -0.040
C 1.5311 -3.5062 -1.6410 -0.087 -0.057 -0.080
C 0.0700 -2.2356 -3.1110 -0.074 -0.161 -0.219
C -1.5891 3.1959 1.1764 0.407 0.208 0.068
C 0.8924 -3.3437 -2.8818 0.065 -0.073 0.041
C 2.5044 1.9494 -0.9111 -0.109 -0.153 -0.053
C 0.5895 -1.4340 -0.9086 0.694 -0.274 0.286
C -0.8132 -2.1341 2.4022 -0.029 -0.272 -0.124
C -1.9600 0.7696 2.8016 0.024 0.025 0.202
C 3.6959 2.4008 -1.3729 0.106 0.119 -0.005
C 1.3869 -2.5340 -0.6485 0.214 0.091 0.163
C -0.5966 0.6053 3.4139 -0.165 0.118 0.258
C -0.0615 -1.2978 -2.1031 -0.220 0.209 -0.088
H -1.5687 -1.9263 1.6494 -0.022 0.022 0.013
H 5.6088 0.1860 0.3921 -0.007 0.019 0.023
H -2.5471 3.5710 1.5379 -0.043 -0.131 -0.026
H -0.2825 -3.0513 2.1600 0.045 0.039 -0.013
H -2.5613 -0.1359 2.8334 -0.011 -0.005 0.041
H -1.3599 3.6404 0.2136 -0.052 -0.031 -0.031
H -1.2584 -2.2156 3.3953 0.062 0.078 0.016
H 3.3647 -0.4651 1.1399 -0.005 -0.010 -0.067
H -0.0116 1.5250 3.4281 -0.009 0.016 -0.016
H -0.7988 3.4042 1.8927 0.017 -0.007 -0.013
H 3.7688 3.2278 -2.0672 -0.024 0.002 0.014
H -0.6862 0.2604 4.4499 0.195 -0.124 -0.031
H 6.7877 1.7656 -1.0425 0.013 -0.055 0.009
H -2.5188 1.5538 3.3152 -0.039 0.024 -0.047



# 3
35
Properties=species:S:1:pos:R:3:forces:R:3 method="wB97M-V/def2-TZVPD" e_homo_ha="-0.438 / -0.438" charge=+1 e_tot_ha=-4201.9354 de_lowest_kj_mol=100.2 fmax_ha_per_bohr=0.043
Os -0.5789 1.0120 0.0919 0.138 0.851 2.033
I 1.7148 1.1560 -1.1926 -0.599 -0.432 -0.267
Br 5.0367 1.8091 -0.8586 -0.032 0.044 -0.062
Cl -0.1942 -2.3490 -1.2699 0.020 -0.022 0.014
F -1.0093 3.5142 -0.7131 -0.063 -0.044 -0.134
F -2.8443 2.5235 0.0163 0.104 0.046 0.154
C 4.6221 -1.3490 1.7680 -0.017 -0.016 0.008
C -2.2481 -0.8272 -0.3095 -0.407 -0.557 -0.247
C 2.4334 -0.9554 0.8651 0.047 0.054 -0.008
C -3.5213 -0.2452 -0.4747 0.001 -0.179 0.006
C -1.7611 2.3709 -0.7937 0.245 0.126 -0.527
C 2.9578 0.0790 0.1074 0.128 0.169 0.121
C -1.7286 -1.5421 -1.4029 0.065 0.128 0.097
C 4.3027 0.4158 0.1655 0.056 -0.193 0.143
C -4.2286 -0.3714 -1.6515 0.083 -0.009 0.038
C 0.1192 1.9034 1.7695 0.387 0.359 -0.249
C -2.4351 -1.6728 -2.5899 0.036 0.015 0.009
C -3.6811 -1.0874 -2.7129 -0.025 0.017 -0.009
C 3.2741 -1.6703 1.7023 -0.008 0.014 0.004
C 5.1364 -0.3155 1.0051 -0.021 0.089 -0.070
C -1.4883 -0.5877 0.9331 0.328 -0.246 -1.284
H 0.7515 1.2356 2.3665 -0.025 -0.070 -0.120
H -2.0959 -0.2511 1.7771 0.092 0.152 0.000
H -5.2066 0.0796 -1.7393 -0.027 -0.008 -0.018
H -2.0927 2.2476 -1.8303 -0.064 -0.069 0.129
H 2.8753 -2.4805 2.2961 -0.014 -0.013 0.007
H 1.3862 -1.2086 0.7966 -0.007 -0.054 -0.049
H -0.7162 -1.3088 1.1931 -0.290 -0.215 0.170
H 6.1866 -0.0651 1.0538 0.009 0.007 0.000
H -0.7613 2.1951 2.3567 -0.024 0.013 -0.054
H 0.6988 2.8022 1.5385 -0.074 0.041 0.165
H -2.0053 -2.2426 -3.4009 0.007 -0.012 -0.015
H -4.2311 -1.2029 -3.6362 -0.021 0.019 -0.019
H 5.2828 -1.9072 2.4160 0.003 -0.015 0.012
H -3.9504 0.2957 0.3573 -0.032 0.009 0.022



# 4
36
Properties=species:S:1:pos:R:3:forces:R:3 method="wB97M-V/def2-TZVPD" e_homo_ha=-0.295 charge=0 smiles="Cc1cccn2cc(CNS(=O)(=O)c3cccc(F)c3)nc12" e_tot_ha=-1392.7954 de_lowest_kj_mol=0.0 fmax_ha_per_bohr=0.018
S 1.5910 2.0996 0.8013 0.297 0.283 0.131
F 4.9379 -1.3629 -0.8380 -0.040 0.022 0.038
O 2.6258 2.8906 1.4004 0.240 -0.054 -0.219
O 0.3041 2.0820 1.4252 0.038 -0.330 -0.126
N 1.4602 2.6861 -0.7545 0.221 -0.031 0.721
N -0.5130 -0.0385 -0.9405 -0.033 -0.363 -0.128
N -2.3830 1.0056 -0.3016 0.361 -0.508 -0.069
C 2.1764 0.4097 0.6378 -0.255 0.440 0.133
C -1.5665 1.9435 -0.8413 0.581 0.275 -0.520
C -4.2159 -0.0240 0.7270 0.051 0.435 -0.106
C 1.4476 -0.6265 1.1837 -0.075 0.012 0.174
C -1.7041 -0.2069 -0.3839 0.167 0.251 -0.113
C -3.5630 -1.2701 0.6502 0.478 -0.140 -0.188
C 3.3580 0.1882 -0.0406 0.272 -0.215 -0.119
C -1.5791 -2.6800 -0.0091 0.005 0.055 -0.035
C 1.9076 -1.9266 1.0460 0.093 0.154 0.028
C 3.7933 -1.1188 -0.1717 -0.200 0.141 0.053
C -3.6162 1.0998 0.2487 -0.804 -0.128 0.402
C -2.3118 -1.3805 0.0986 -0.570 -0.167 0.295
C 0.8309 1.8644 -1.7747 -0.253 -0.253 -0.231
C -0.4192 1.2792 -1.2157 -0.812 0.033 -0.260
C 3.0830 -2.1816 0.3598 0.130 0.087 -0.086
H 3.9338 1.0075 -0.4404 0.146 0.051 -0.098
H -4.0658 2.0798 0.2851 0.018 0.045 -0.018
H -2.1430 -3.3815 -0.6222 0.028 -0.067 -0.045
H 2.3354 3.0997 -1.0364 0.182 0.110 0.078
H -1.4499 -3.1253 0.9759 0.053 -0.065 0.052
H -5.1967 0.0409 1.1692 -0.074 0.101 0.019
H 1.3512 -2.7458 1.4733 -0.065 -0.074 0.036
H -4.0584 -2.1485 1.0347 -0.033 -0.122 0.035
H -0.6072 -2.5085 -0.4613 0.089 -0.111 -0.027
H 3.4568 -3.1858 0.2346 0.055 -0.085 -0.024
H 0.5340 -0.3959 1.7056 -0.142 -0.050 0.045
H 0.6053 2.5084 -2.6308 0.102 -0.072 0.102
H -1.8207 2.9809 -0.8911 -0.108 0.228 0.073
H 1.4812 1.0419 -2.1033 -0.144 0.113 -0.002



# 5
32
Properties=species:S:1:pos:R:3:forces:R:3 method="wB97M-V/def2-TZVPD" e_homo_ha=-0.283 charge=0 smiles=CC[C@@H](F)c1ccc2c(c1)Nc1ccccc1S2 e_tot_ha=-1132.1638 fmax_ha_per_bohr=0.097
S 2.9817 1.2396 2.1058 -1.979 0.070 -1.834
F -0.5582 -3.9482 -1.6331 -1.487 0.877 2.427
N -0.1996 1.6781 1.5994 2.605 -0.516 -2.062
C -2.7283 -2.7928 -0.8999 -0.160 -0.281 -0.957
C -3.4581 -3.7343 -2.0566 -0.120 0.225 0.256
C 1.8650 -0.1633 1.4443 -2.787 -1.719 -1.339
C 3.3012 3.9093 0.5371 -4.330 -0.333 -0.552
C 2.3968 -1.6770 1.1055 -4.504 1.331 -0.814
C -0.2730 -2.2978 0.2495 1.961 1.411 1.266
C -0.8316 -0.7823 0.6231 4.791 -1.111 0.691
C 2.3132 2.7547 1.1520 -1.911 1.959 -1.718
C -1.2833 -3.4526 -0.4046 0.433 1.443 -0.689
C 0.6490 2.7689 0.9852 1.528 3.088 -1.767
C -0.0468 4.0071 0.1323 4.605 -0.654 0.631
C 0.9790 5.1480 -0.4986 1.290 -2.375 1.762
C 2.6109 5.1394 -0.3080 -2.024 -3.343 1.894
C 1.3045 -2.7637 0.5018 -0.931 4.090 1.107
C 0.2679 0.2869 1.2342 0.306 -3.405 -1.033
H 0.4902 6.0083 -1.1286 1.128 -1.873 1.413
H -4.4821 -3.2200 -2.3889 2.242 -1.188 0.859
H -1.4130 -4.3871 0.2878 0.279 1.867 -1.381
H -2.5626 -1.7317 -1.4201 -0.098 -2.323 1.408
H -3.4926 -2.6757 0.0026 1.884 -0.246 -1.774
H -1.2227 1.8204 1.4516 1.380 -0.210 -0.049
H -3.6709 -4.7928 -1.6049 0.296 1.977 -0.967
H -1.2281 4.0221 -0.0307 2.996 0.101 0.346
H -1.9437 -0.4424 0.4760 2.467 -0.880 0.284
H -2.7953 -3.8548 -3.0168 -1.188 0.286 2.055
H 4.4767 3.7891 0.7057 -2.998 0.367 -0.465
H 1.6861 -3.8513 0.2468 -1.091 2.551 0.513
H 3.5175 -1.9589 1.2999 -2.503 0.664 -0.472
H 3.3501 5.9547 -0.7498 -2.083 -1.849 0.961



# 6
38
Properties=species:S:1:pos:R:3:forces:R:3 method="wB97M-V/def2-TZVPD" e_homo_ha="-0.245 / -0.250" charge=0 s2=6.015 spin_multiplicity=5 e_tot_ha=-2879.3680 de_lowest_kj_mol=62.3 fmax_ha_per_bohr=0.019
Te -2.2191 -1.1900 -0.9692 -0.531 -0.512 -0.613
Fe -0.2470 -0.2046 0.2502 0.567 0.231 0.258
S -0.5855 0.0331 2.5733 0.094 0.074 0.111
O 1.9393 0.0602 -0.0373 -0.051 0.172 0.144
O 0.9756 -1.5260 -0.9545 0.061 -0.113 -0.021
N 2.0629 -0.9348 -0.7850 0.008 -0.027 -0.012
N -0.3380 2.8319 2.2711 0.144 0.124 -0.287
N -0.2638 2.0060 0.0357 0.036 -0.181 -0.113
N -0.2717 2.0209 4.2860 0.019 -0.054 0.287
C -0.3633 1.6566 2.9891 -0.144 0.057 -0.094
C -0.2026 3.3942 4.4066 -0.035 -0.146 0.095
C -0.2914 3.0430 0.8484 -0.071 0.139 0.378
C -0.2628 4.3524 0.3737 -0.020 0.058 -0.014
C -0.1732 4.5666 -0.9864 -0.023 0.129 0.060
C -0.1057 3.4846 -1.8428 0.009 -0.124 -0.039
C -0.2435 3.9032 3.1740 -0.003 -0.100 -0.167
C -4.3475 0.0710 0.8785 -0.078 0.023 -0.040
C -6.4327 -0.1015 -0.9384 0.056 -0.021 -0.030
C -6.6652 0.4282 0.3232 0.028 0.004 0.007
C -5.6171 0.5123 1.2311 0.036 -0.014 -0.052
C -4.1076 -0.4585 -0.3899 0.058 0.175 0.189
C -5.1624 -0.5410 -1.2951 -0.114 0.055 0.090
C -0.1618 2.2275 -1.2838 -0.051 0.033 -0.041
C -0.2502 1.0722 5.3926 -0.018 0.111 -0.062
H -0.3114 5.2018 1.0314 -0.018 0.010 -0.015
H -0.3130 1.6360 6.3194 0.014 0.003 0.002
H -0.1441 1.3413 -1.9052 -0.026 -0.018 -0.010
H -0.2175 4.9304 2.8766 0.035 -0.026 -0.010
H -7.6552 0.7710 0.5977 0.013 -0.012 -0.003
H -0.1394 3.8882 5.3597 0.011 -0.041 -0.007
H -3.5377 0.1305 1.5965 -0.006 -0.012 -0.002
H -0.1606 5.5797 -1.3671 0.022 -0.017 0.011
H -0.0235 3.6013 -2.9133 -0.007 -0.004 0.015
H -4.9912 -0.9535 -2.2821 -0.010 0.013 0.009
H -5.7893 0.9182 2.2212 0.003 -0.004 -0.007
H -7.2440 -0.1742 -1.6531 0.011 -0.001 0.009
H -1.0938 0.3912 5.3133 -0.026 0.019 -0.005
H 0.6693 0.4905 5.3707 0.006 -0.005 -0.023



# 7
36
Properties=species:S:1:pos:R:3:forces:R:3 method="wB97M-V/def2-TZVPD" e_homo_ha=-0.537 charge=+2 e_tot_ha=-1108.5454 de_lowest_kj_mol=545.2 fmax_ha_per_bohr=0.125
Pt -4.3000 1.6424 2.5241 0.095 -0.552 0.048
O -1.0609 3.0783 0.0801 -0.004 -4.746 -0.693
O -4.6556 -0.8267 1.6501 0.110 2.538 -1.817
O -4.5488 -2.1875 1.8095 0.532 -2.654 0.910
O -2.2391 -1.8576 -1.6651 1.372 3.715 2.663
N 3.7930 1.4871 -1.8440 -4.153 1.481 4.700
N 0.6286 -1.3752 -1.4791 -1.423 2.252 4.818
C 1.4474 1.4760 -0.5271 -1.070 0.193 0.850
C 1.9003 2.3724 0.6586 3.356 -0.109 -3.572
C -2.6554 1.2475 0.3050 1.186 -4.357 -2.246
C 1.4375 -1.8325 -0.5291 1.373 -1.295 -1.058
C -0.0125 0.9116 -0.5709 1.970 0.551 0.332
C 4.1569 2.3084 -0.7347 0.287 0.207 0.156
C 2.7476 -2.6216 -1.0290 -0.034 0.301 -0.358
C -4.4692 -0.6085 0.2212 -0.558 0.338 -1.193
C 1.2190 -1.7183 1.0471 0.918 0.585 -0.113
C -1.2226 1.8378 -0.0705 -0.641 3.545 1.736
C 3.3531 2.8051 0.4774 -3.158 -1.689 -0.641
C -3.0116 -0.0682 -0.1534 1.526 3.004 1.419
C -1.9100 -0.8533 -0.9874 -1.470 -2.921 -2.321
C 2.4362 1.1461 -1.6613 0.666 -0.618 -0.913
C -0.3547 -0.4222 -1.0005 0.154 -0.411 -0.998
H -3.4401 1.8039 0.9418 0.581 0.514 -0.821
H 3.2912 -2.0384 -1.8644 -1.098 -0.749 1.248
H 3.5147 -2.7953 -0.2052 -1.323 0.279 -0.910
H 2.0000 0.5065 -2.5191 0.692 1.244 1.449
H -5.2218 0.2258 -0.0556 1.353 -1.124 0.505
H 3.8423 3.4959 1.2446 -0.624 -1.236 -1.316
H -4.7952 -1.5171 -0.4111 0.813 1.232 1.318
H 1.1872 2.6628 1.4924 1.256 -0.346 -1.202
H 2.0939 -2.2368 1.5929 -1.621 0.636 -1.010
H 0.2168 -2.1096 1.4212 1.287 0.445 -0.759
H 2.4834 -3.6410 -1.4937 0.100 1.544 0.815
H 1.3204 -0.6012 1.3315 -0.335 -1.730 -0.474
H -4.4302 -2.3536 2.7722 -0.161 0.497 -0.610
H 5.2581 2.6570 -0.7687 -1.956 -0.562 0.058



# 8
34
Properties=species:S:1:pos:R:3:forces:R:3 method="wB97M-V/def2-TZVPD" e_homo_ha="-0.564 / -0.535" charge=+2 e_tot_ha=-856.9172 de_lowest_kj_mol=150.5 fmax_ha_per_bohr=0.197
Y 1.3804 0.4617 -0.5421 -0.809 -2.713 0.618
O 3.1315 0.2207 0.5190 -0.738 0.828 -0.972
N 5.3266 0.8128 0.2375 -4.801 -2.133 0.784
N -0.9403 1.1645 0.1330 -0.639 3.248 -0.960
N 0.1937 -1.4351 0.2495 -3.688 8.258 0.120
C 2.0158 2.5542 -0.0318 1.845 5.307 1.933
C -1.8209 0.1511 0.0836 7.401 -2.733 1.392
C -3.2839 -2.1148 -0.1134 -7.873 -1.618 -0.299
C -1.1770 -1.2553 0.1159 0.310 2.835 -0.039
C -3.1207 0.2643 0.1085 -6.083 2.067 -1.507
C -3.9416 -0.8688 -0.0767 0.856 -4.162 -0.036
C 0.6827 -2.5134 0.0137 6.849 -7.430 0.369
C -1.4875 2.5659 -0.0024 6.254 -6.481 -0.167
C -3.6678 1.5681 -0.0590 -0.063 -0.501 0.081
C -0.0832 -3.7373 0.0071 1.188 -3.708 -4.022
C -2.7951 2.6190 -0.1562 -3.419 6.548 -0.470
C 3.5633 2.5086 -0.0525 -2.704 -1.740 -1.604
C 4.0848 1.1744 0.2576 2.691 -3.642 0.984
C -1.4214 -3.6713 0.0349 -2.729 1.926 3.337
C -1.9615 -2.3366 -0.0179 1.631 -1.076 0.659
H 1.6852 3.5411 -0.4450 -0.100 -1.023 -0.153
H -2.1850 -4.3265 0.6242 1.582 -0.139 -2.354
H 5.9715 -4.5743 0.1701 -0.006 0.005 -0.001
H 3.9122 2.7356 -1.0382 0.148 0.515 -0.875
H -5.0213 -0.9105 -0.2504 0.453 0.650 0.351
H 0.1006 -4.7861 -0.6396 1.166 2.410 2.805
H 1.9608 -2.4958 0.1955 -3.615 -0.727 -1.000
H 4.0475 3.1974 0.5535 0.374 1.920 1.649
H 5.8134 1.6013 0.0769 2.933 3.362 -0.835
H -4.7414 1.7803 -0.2061 0.665 -0.490 0.250
H -3.1986 3.8088 -0.3205 0.766 -3.697 0.350
H -0.5093 3.0817 -0.2144 -2.312 1.024 0.563
H 1.4790 2.4274 0.9670 0.471 -0.623 -0.981
H -3.9926 -3.2130 -0.1812 1.997 3.733 0.026